(w)
The molecule C6H11NO4, computed with ωB97M-V/def2-TZVPD.

The geometry in XYZ format:
```
22
Properties=species:S:1:pos:R:3
C -0.847 0.750 1.146
C 0.345 0.119 -2.082
C 0.348 1.285 -1.082
C 0.895 -1.084 -1.259
C 0.290 0.928 0.399
C -0.097 -1.575 -0.290
N -0.901 0.335 2.471
O -2.115 0.898 0.629
O 1.524 0.822 1.017
O 0.516 -2.120 0.799
O -1.284 -1.688 -0.561
H -0.612 -0.176 -2.407
H 1.186 0.331 -2.896
H 1.201 1.794 -1.127
H -0.459 2.152 -1.223
H 1.152 -1.828 -1.882
H 1.844 -0.589 -0.842
H -0.362 0.887 3.131
H -1.682 -0.159 2.842
H 1.275 1.050 1.919
H -0.114 -2.445 1.420
H -2.104 0.312 -0.122
```

Results
SMILES: N/C(O)=C(\O)CCCC(=O)O

=====

(x)
A cluster of 2 separate species, C6H11NO4 in total, computed with ωB97M-V/def2-TZVPD.

The geometry in XYZ format:
```
22
C6H11NO4, DFT ωB97M-V/def2-TZVPD
C -3.062 0.020 0.234
C -0.477 1.398 1.122
C 0.150 2.555 -0.730
C -0.897 0.527 -0.036
C -0.175 -1.760 0.939
C 0.645 -1.050 -1.342
N 0.296 -0.573 0.011
O -3.221 1.125 0.671
O -3.282 -1.062 -0.090
O 0.567 2.229 0.633
O -0.547 1.366 -1.167
H -1.409 2.053 1.539
H -0.028 0.786 1.957
H -0.526 3.294 -0.727
H 1.000 2.676 -1.301
H -1.229 -1.888 0.701
H 0.482 -2.531 0.559
H -0.041 -1.404 1.986
H 1.065 -0.161 -1.740
H 1.372 -1.941 -1.224
H -0.247 -1.332 -1.779
H 1.112 -0.212 0.533
```

=====

Least stable = (x)

=====

(w)
A cluster of 2 separate species, C9H20IN in total, computed with ωB97M-V/def2-TZVPD.

The geometry in XYZ format:
```
31
C9H20IN, DFT ωB97M-V/def2-TZVPD
I 1.122 3.976 -3.873
C -1.848 -0.113 4.097
C -0.804 -0.653 3.069
C -0.920 -0.067 1.673
C 0.524 -0.275 0.895
N 0.522 0.126 -0.632
C 1.744 -0.459 -1.295
C 1.438 -0.466 -2.826
C -0.006 -0.801 -2.912
C -0.531 -0.580 -1.521
C 0.400 1.683 -0.842
H -2.081 -0.889 4.826
H -2.764 0.076 3.536
H -1.517 0.814 4.563
H -0.904 -1.738 3.064
H 0.173 -0.332 3.429
H -1.201 0.983 1.745
H -1.682 -0.472 1.007
H 0.813 -1.299 1.131
H 1.343 0.357 1.236
H 2.630 0.036 -0.898
H 1.749 -1.437 -0.815
H 1.662 0.421 -3.419
H 2.038 -1.295 -3.201
H -0.601 -0.203 -3.602
H -0.119 -1.831 -3.249
H -1.513 -0.125 -1.391
H -0.786 -1.548 -1.089
H 0.733 1.922 -1.852
H 1.040 2.261 -0.174
H -0.651 1.925 -0.681
```

=====

(x)
A cluster of 2 separate species, C9H20IN in total, computed with ωB97M-V/def2-TZVPD.

The geometry in XYZ format:
```
31
C9H20IN, DFT ωB97M-V/def2-TZVPD
I 12.924 -11.905 -20.112
C 11.874 -15.048 -23.316
C 10.684 -14.398 -22.602
C 10.205 -15.107 -21.353
C 11.355 -15.467 -20.409
N 10.904 -15.660 -18.975
C 12.073 -16.146 -18.176
C 11.764 -15.819 -16.737
C 10.829 -14.595 -16.817
C 10.617 -14.354 -18.304
C 9.830 -16.650 -18.884
H 12.279 -14.346 -24.041
H 11.537 -15.975 -23.782
H 12.708 -15.246 -22.640
H 9.850 -14.356 -23.315
H 10.866 -13.348 -22.376
H 9.640 -16.026 -21.572
H 9.460 -14.512 -20.813
H 12.103 -14.667 -20.384
H 11.837 -16.395 -20.718
H 12.286 -17.200 -18.377
H 12.963 -15.667 -18.589
H 11.302 -16.635 -16.183
H 12.686 -15.595 -16.201
H 9.878 -14.797 -16.316
H 11.221 -13.725 -16.297
H 9.628 -13.960 -18.514
H 11.373 -13.646 -18.641
H 8.932 -16.219 -19.329
H 9.703 -16.999 -17.868
H 10.059 -17.482 -19.552
```

=====

Least stable = (w)

=====

(w)
A structure of composition ClNO2S, computed with ωB97M-V/def2-TZVPD.

The geometry in XYZ format:
```
5
ClNO2S, DFT ωB97M-V/def2-TZVPD
N -0.808 -0.079 0.013
O -1.762 0.630 -0.144
O -0.682 -1.242 0.102
S 0.529 1.050 0.013
Cl 2.724 -0.359 0.016
```

=====

(x)
The molecule ClNO2S, computed with ωB97M-V/def2-TZVPD.

The geometry in XYZ format:
```
5
Properties=species:S:1:pos:R:3
N 0.866 -0.014 0.060
O 0.668 -1.158 -0.075
O 1.792 0.659 0.032
S -1.026 1.018 0.025
Cl -2.300 -0.504 -0.041
```

Results
SMILES: O=[N+]([O-])SCl

=====

Least stable = (w)